# C45H42BrN3O6Sb2Ti

A structure of composition C45H42BrN3O6Sb2Ti at a distorted geometry (ωB97M-V/def2-TZVPD, the OMol25 dataset).

- Highest occupied orbital energy: -13.454 eV
- Total charge: +2
- Orbital gap: 6.82 eV
- E: -6259.1991 a.u.
- Energy relative to the best compared isomer or geometry (same formula, charge and spin): 23.6 kcal/mol

Last column: Löwdin charge in e.
Geometry (Å):
Sb: 0.074 -0.559 2.579  1.6825
Sb: -1.183 -2.975 -0.329  1.5466
Br: -3.021 7.228 -1.556  0.8073
Ti: -0.550 0.271 -0.078  0.9411
O: -1.603 1.451 0.968  -0.1516
O: -0.115 -0.023 -7.129  -0.1028
O: 1.031 1.347 0.304  -0.0781
O: -1.245 1.927 -1.095  0.0011
O: 1.076 -0.767 -0.065  -0.2449
O: 3.334 2.514 1.063  0.1201
N: -4.179 4.655 1.428  0.1016
N: -0.298 -0.319 -2.036  0.1301
N: -0.720 -0.363 -4.433  -0.0515
C: -2.656 -1.421 6.593  -0.0562
C: -2.495 3.512 0.195  -0.0987
C: -3.050 -0.518 -1.081  -0.1493
C: 5.960 0.199 0.185  -0.0222
C: -3.150 5.712 -0.440  -0.6438
C: -3.730 -5.962 2.685  -0.0594
C: -1.258 0.781 -5.162  -0.0681
C: 1.156 1.135 3.359  -0.3365
C: -3.767 -6.130 1.311  -0.0654
C: -3.022 -0.453 5.672  -0.0597
C: 0.735 -3.608 0.663  -0.3430
C: -1.743 2.275 0.007  -0.5234
C: 1.015 -3.515 2.154  -0.3418
C: 2.386 3.379 4.426  -0.0553
C: 1.564 -2.171 2.627  -0.2907
C: -0.467 -0.312 -3.189  -0.1585
C: -4.206 0.248 -0.977  -0.0349
C: 5.243 -0.887 -0.330  -0.0539
C: 1.242 3.518 3.658  -0.0625
C: 2.915 2.120 4.658  -0.0598
C: -4.797 0.467 0.258  -0.0243
C: 3.916 1.406 0.610  -0.2269
C: -2.408 -1.032 0.064  -0.4771
C: -0.692 -1.914 5.300  -0.1157
C: 0.496 -1.068 -6.421  -0.1713
C: -1.072 -0.966 4.369  -0.3536
C: -3.069 -0.850 1.288  -0.1503
C: -2.346 4.604 -0.660  -0.0238
C: 3.875 -0.833 -0.372  -0.0068
C: -3.075 -4.871 3.232  -0.0613
C: -4.045 5.696 0.633  -0.1383
C: 2.302 0.993 4.132  -0.1028
C: -0.310 1.108 -6.323  -0.1711
C: 3.189 0.309 0.093  -0.0654
C: 1.754 0.309 0.082  -0.5354
C: -2.413 -3.974 2.411  -0.1492
C: -2.228 -0.223 4.561  -0.1414
C: -1.483 -2.136 6.416  -0.0600
C: -4.241 -0.120 1.386  -0.0397
C: -0.385 -1.525 -5.250  -0.0692
C: -3.440 3.588 1.225  -0.0655
C: 0.630 2.399 3.120  -0.1393
C: -2.422 -4.154 1.032  -0.3810
C: 5.311 1.316 0.660  0.0261
C: -3.127 -5.220 0.486  -0.1386
H: 0.650 1.474 -5.929  0.1379
H: -4.657 6.560 0.855  0.1194
H: -2.696 -1.328 2.188  0.0552
H: 3.801 2.008 5.266  0.1146
H: 1.525 -3.126 0.088  0.0287
H: 2.368 2.478 0.950  0.0950
H: 0.128 -3.803 2.725  0.0780
H: -1.883 -3.142 2.870  0.0614
H: -4.725 -0.023 2.346  0.1241
H: 1.775 -4.275 2.367  0.1241
H: -0.261 2.519 2.512  0.0846
H: -3.162 -5.345 -0.586  0.0892
H: 0.220 -2.475 5.168  0.0955
H: -3.598 2.756 1.899  0.1193
H: 2.715 0.010 4.332  0.1016
H: -1.317 -1.947 -5.638  0.1447
H: -4.676 0.637 -1.868  0.1237
H: 2.862 4.249 4.848  0.1151
H: -2.702 -0.790 -2.076  0.0947
H: 1.480 -0.751 -6.042  0.1371
H: 1.912 -2.258 3.657  0.0590
H: 0.816 4.494 3.486  0.1131
H: -3.920 0.126 5.821  0.1130
H: 0.701 -4.664 0.377  0.0634
H: -1.604 4.590 -1.443  0.1238
H: -4.205 -6.678 3.337  0.1137
H: -0.754 1.872 -6.963  0.1425
H: -3.061 -4.729 4.302  0.1099
H: -5.705 1.045 0.340  0.1282
H: -3.278 -1.611 7.454  0.1153
H: 3.285 -1.636 -0.794  0.1179
H: -1.174 -2.865 7.150  0.1154
H: -1.366 1.631 -4.488  0.1395
H: 5.767 -1.755 -0.699  0.1145
H: -4.273 -6.979 0.876  0.1139
H: 0.626 -1.887 -7.129  0.1427
H: 2.411 -1.865 2.006  0.0602
H: 0.130 -2.270 -4.642  0.1404
H: -2.496 0.544 3.841  0.0930
H: 7.039 0.170 0.189  0.1230
H: 5.857 2.155 1.062  0.1321
H: -2.236 0.498 -5.564  0.1447